{
  "formula": "C5H14O",
  "method": "the ωB97M-V functional and the def2-TZVPD basis",
  "e_above_lowest_kcal_mol": 30.2,
  "homo_energy_ev": -10.24,
  "homo_lumo_gap_ev": 11.1631,
  "smiles": "CC(C)O.CC",
  "total_energy_ha": -274.09395,
  "elements": ["C", "C", "C", "O", "H", "H", "H", "H", "H", "H", "H", "H", "C", "C", "H", "H", "H", "H", "H", "H"],
  "coordinates": [[0.95047, -1.53246, -1.03889], [1.69289, -0.20411, -1.30180], [2.24849, 0.41954, -0.03855], [2.61192, -0.48650, -2.33544], [0.01003, -1.35988, -0.52256], [1.59238, -2.21973, -0.49601], [0.69722, -1.91676, -2.01256], [0.98279, 0.58229, -1.59681], [2.70942, -0.25890, 0.70832], [1.54022, 0.75024, 0.70690], [3.05006, 1.15134, -0.20602], [3.41229, -0.85243, -1.96288], [-3.23805, 0.66022, 0.78413], [-2.10211, 0.84236, 1.80028], [-3.01447, 0.59497, -0.28085], [-3.90334, 1.56168, 0.75721], [-3.89328, -0.13411, 1.11618], [-2.17497, 1.76004, 2.37343], [-1.15212, 0.75256, 1.23588], [-2.01984, -0.11036, 2.31005]],
  "atomic_forces_ev_per_a": [[-0.2, 1.2, -0.1], [-1.1, -0.5, 1.1], [1.9, -0.8, 1.6], [0.2, 1.0, -0.3], [0.0, -0.1, 0.4], [0.0, -0.1, 0.1], [0.0, -0.4, -0.3], [0.1, -0.5, -0.9], [0.4, -0.7, -1.0], [-1.0, 1.0, -0.6], [-0.6, 0.2, -0.2], [0.2, -0.1, 0.2], [-1.5, 1.8, 0.1], [0.9, -1.2, -2.1], [0.6, -0.6, 0.2], [0.4, -0.5, 0.3], [-0.1, -0.4, -0.3], [0.2, -0.3, 0.3], [-0.2, 0.9, 0.3], [-0.3, 0.3, 1.2]]
}